113
Properties=species:S:1:pos:R:3 method="wB97M-V/def2-TZVPD" s2=2.0043 homo_ev="-8.542 / -9.386" energy_ha=-6251.82542 homo_lumo_gap_ev="9.009 / 8.396" multiplicity=3
Pt -1.4554 1.0430 -0.9055
Br 0.7671 -0.1593 -0.5395
C -2.7987 4.0359 1.8541
F -1.8451 4.3409 2.7244
F -3.1727 2.8122 2.1435
F -3.7865 4.9325 2.0322
S -2.0746 4.1048 0.1389
O -2.2077 5.4039 -0.3408
O -0.7142 3.5720 0.2942
N -2.9534 2.9094 -0.5753
S -4.3858 3.2432 -1.4016
O -4.7589 4.5838 -1.4929
O -4.3940 2.3243 -2.5143
C -5.7149 2.6424 -0.2296
F -6.9454 3.0200 -0.6342
F -5.6455 1.2988 -0.0880
F -5.6611 3.0749 1.0602
C 3.0143 -2.4995 1.2981
O 1.6246 -2.5347 1.4790
H 3.5369 -1.7164 1.9097
H 3.3807 -3.5299 1.5748
H 3.2915 -2.3317 0.2460
H 1.3963 -1.6226 1.2232
C -0.5056 2.1957 -3.7941
O -0.5031 2.6071 -2.4006
H -1.5573 2.2459 -4.0913
H 0.0892 2.9788 -4.3566
H -0.1009 1.2365 -4.0802
H 0.4304 2.8476 -2.1910
C -3.3775 -0.3752 1.3028
O -2.0648 0.0625 0.9422
H -4.0575 0.4977 1.5511
H -3.7716 -0.8623 0.4002
H -3.3028 -1.0891 2.1404
H -1.4899 0.3995 1.7022
C 2.4359 4.3969 -1.2892
O 2.2127 3.0521 -1.5973
H 2.8840 4.3762 -0.2751
H 3.2138 4.9140 -1.9425
H 1.5518 5.0485 -1.3114
H 1.8174 2.6053 -0.8390
C -0.9809 -1.4905 6.2719
C 0.0540 -2.2791 5.2955
C 1.0533 -1.3850 4.6178
C 0.2571 -0.3698 3.8439
N -0.4029 0.3462 3.2485
H -0.5140 -1.3315 7.2324
H -1.9151 -2.0056 6.5090
H -1.1582 -0.5412 5.7621
H -0.4972 -2.7425 4.4587
H 0.5745 -3.1342 5.8367
H 1.7347 -1.9537 4.0042
H 1.6913 -0.7891 5.2821
C 1.5572 2.8466 4.6221
C 2.2636 3.4755 3.4629
C 2.5686 2.6139 2.2154
C 3.0493 1.2868 2.5986
N 3.4868 0.2558 2.8961
H 0.5309 2.5686 4.3941
H 1.6492 3.5930 5.4355
H 2.1367 1.9418 4.8804
H 3.2007 3.9311 3.8732
H 1.6654 4.3438 3.1299
H 3.2332 2.9386 1.4415
H 1.7137 2.3085 1.6550
C 2.2108 -3.8001 -2.0365
C 3.0019 -2.9924 -3.0410
C 2.4239 -1.5552 -3.3858
C 1.0647 -1.7854 -3.6982
N -0.0626 -2.0195 -3.7921
H 1.9243 -3.1411 -1.2415
H 2.8701 -4.6002 -1.6310
H 1.3444 -4.2733 -2.5462
H 2.9966 -3.5427 -3.9897
H 3.9721 -2.7895 -2.6271
H 3.0125 -1.1105 -4.2264
H 2.4348 -0.9736 -2.4717
C -4.8727 0.8998 -5.2785
C -3.8972 -0.2422 -5.6545
C -3.3681 -1.1063 -4.5199
C -2.7673 -0.4204 -3.3734
N -2.4443 0.0388 -2.3998
H -4.4698 1.7235 -4.6076
H -5.7546 0.5274 -4.7903
H -5.0717 1.2726 -6.2874
H -3.0211 0.2568 -6.1963
H -4.2083 -0.9465 -6.4145
H -2.6589 -1.8511 -4.9035
H -4.2603 -1.6632 -4.2786
C 4.7993 0.5820 -0.2066
C 5.8300 0.3636 0.8509
C 7.0030 -0.4488 0.2878
C 6.6463 -1.8329 0.1227
N 6.2420 -2.9177 -0.0353
H 4.4010 -0.3556 -0.6468
H 5.0953 1.3085 -0.9975
H 3.9409 1.0728 0.2445
H 5.4377 -0.1820 1.6767
H 6.2646 1.3492 1.1724
H 7.8619 -0.3765 0.9917
H 7.4438 -0.0323 -0.6155
C -3.2057 -5.7083 0.3650
C -2.3288 -4.5315 0.6377
C -1.7381 -3.8269 -0.5871
C -2.8228 -3.4609 -1.6073
N -3.7013 -3.1075 -2.2778
H -2.7352 -6.5623 -0.1241
H -4.0651 -5.4688 -0.2805
H -3.5692 -6.0744 1.3063
H -1.3980 -4.8910 1.2055
H -2.8616 -3.8131 1.3004
H -1.1521 -4.5257 -1.1508
H -1.1409 -2.9799 -0.3361

115
Properties=species:S:1:pos:R:3 method="wB97M-V/def2-TZVPD" s2=0.7547 homo_ev="-11.390 / -11.390" energy_ha=-2368.47044 homo_lumo_gap_ev="9.043 / 3.310" total_charge=+1 multiplicity=2
C -1.7980 -4.2181 -0.2818
O -1.2185 -5.2710 -0.4198
N -1.5495 -3.5082 0.7605
N -2.5901 -3.6403 -1.1698
H -1.9442 -2.5805 0.8215
H -0.9523 -3.9129 1.4674
H -2.8309 -4.2546 -1.9345
H -3.1686 -2.8634 -0.8834
C 3.1192 1.4808 -3.6277
O 2.4357 2.4310 -3.4208
N 3.5979 1.2401 -4.7466
N 3.4145 0.5493 -2.7855
H 4.0999 0.3782 -4.9053
H 3.3300 1.8855 -5.4759
H 4.0313 -0.1723 -3.1304
H 2.9576 0.4994 -1.8861
C 2.0861 4.8326 1.0779
O 2.6767 5.4208 1.9855
N 1.5582 3.6464 1.2076
N 2.0479 5.3356 -0.1019
H 1.0035 3.2096 0.4854
H 1.5449 3.1595 2.0924
H 2.2507 6.3189 -0.2119
H 1.7716 4.8296 -0.9312
C 0.4207 2.6480 4.5457
O 0.7400 2.3324 3.4346
N -0.7905 2.8066 4.8691
N 1.2284 2.9942 5.4940
H -1.4878 2.5380 4.1896
H -1.0376 3.3471 5.6858
H 2.2001 2.9624 5.2206
H 0.8459 3.2995 6.3776
C -3.1569 0.1667 3.5748
O -4.1860 0.5514 4.0931
N -2.6231 0.6416 2.4443
N -2.5917 -0.9913 3.8508
H -2.8860 1.5840 2.1933
H -1.6633 0.3463 2.3361
H -1.8884 -1.3335 3.2118
H -2.8875 -1.4648 4.6925
C 0.5762 -0.7027 -0.4475
C -0.4054 -0.1984 0.5344
O -0.1192 -0.5514 1.8570
H 1.5221 -1.0491 -0.0311
H 0.8982 -0.1021 -1.2982
H 0.2309 -1.6762 -0.7955
H -1.4046 -0.6006 0.3673
H -0.3565 0.8867 0.4437
H 0.6924 -0.1325 2.1526
C 4.0110 1.1903 0.7390
C 4.4364 0.8210 2.1875
O 3.7463 1.4813 3.2553
H 4.4463 2.1685 0.5344
H 2.9455 1.0723 0.5419
H 4.5538 0.5673 0.0281
H 5.5028 1.0001 2.3244
H 4.2627 -0.2537 2.2412
H 3.0584 2.0775 2.9503
C -6.1553 -3.0093 -0.3315
C -5.6934 -1.8466 0.5746
O -4.3344 -1.4908 0.2429
H -5.4650 -3.8441 -0.2106
H -5.9873 -2.6959 -1.3619
H -7.1742 -3.3559 -0.1586
H -5.6658 -2.1159 1.6305
H -6.3029 -0.9580 0.4106
H -4.1518 -0.7048 0.7630
C -0.2821 4.7399 -2.6801
C -0.6070 3.6742 -1.6939
C -1.5695 2.6104 -2.1702
O 0.6634 3.1134 -1.4336
H 0.1987 4.2144 -3.5052
H 0.4819 5.4615 -2.3909
H -1.1987 5.1422 -3.1115
H -1.0079 4.1672 -0.8082
H -1.4716 1.8487 -1.3967
H -1.3603 2.2961 -3.1927
H -2.5889 2.9844 -2.0751
H 1.0485 2.8499 -2.2725
C 0.9845 -3.5096 -5.4740
C 2.0192 -2.8554 -4.6183
C 2.0156 -3.2387 -3.1277
O 3.2499 -2.9905 -5.2669
H 1.1405 -4.5766 -5.6329
H 0.9524 -3.2011 -6.5190
H -0.0206 -3.4048 -5.0656
H 1.8735 -1.7753 -4.6361
H 2.5594 -4.1544 -2.8957
H 1.0625 -3.5887 -2.7311
H 2.2684 -2.4466 -2.4229
H 3.3015 -3.5281 -6.0605
C -2.4275 -2.0073 -4.7296
C -1.2374 -1.3544 -3.9016
C -0.4522 -0.1745 -4.5304
O -1.7816 -1.0860 -2.7124
H -3.2988 -1.3709 -4.8844
H -2.6903 -2.9764 -4.3055
H -2.1218 -2.4347 -5.6846
H -0.4144 -2.0024 -3.6001
H -0.9332 0.7692 -4.7879
H 0.0209 -0.5907 -5.4198
H 0.3271 0.0649 -3.8069
H -1.9302 -1.9310 -2.2818
C 1.8550 -0.3628 6.4440
C 0.5021 -0.7929 5.8034
C 0.3171 -2.2210 5.8721
O -0.5706 -0.0759 6.2959
H 2.6393 -0.9046 5.9154
H 2.1060 -0.4361 7.5022
H 1.9316 0.6833 6.1475
H 0.5632 -0.6681 4.7223
H 1.2021 -2.8421 5.7343
H -0.5777 -2.5377 5.3363
H 0.1131 -2.5340 6.8961
H -0.6320 0.7519 5.8137

105
Properties=species:S:1:pos:R:3 method="wB97M-V/def2-TZVPD" homo_ev=-8.776 energy_ha=-3555.89370 homo_lumo_gap_ev=7.377 smiles="CC(C)=N[C@](CCC(=O)O)(C[C@H](C)F)OC(=O)CCOCC(F)(F)C(F)(F)C(F)(F)C(F)F.O=C1C=CC(=O)C=C1.O=C1C=CC(=O)C=C1.O=C1C=CC(=O)C=C1.O=C1C=CC(=O)C=C1"
C 2.9741 -3.8519 0.5196
C 2.0710 -3.1719 -0.4946
C 1.7921 -3.9829 -1.7490
N 1.5777 -1.9978 -0.4073
C 0.4895 -1.7452 0.5310
C 0.9196 -1.5876 2.0178
C 2.2752 -0.8987 2.2130
C 2.3501 -0.4112 3.6455
O 2.4016 0.7114 3.9627
O 2.3101 -1.4328 4.5566
C -0.6338 -2.7888 0.4862
C -1.4749 -2.7845 -0.8032
C -2.6914 -1.8735 -0.6952
F -1.9943 -4.1047 -0.9084
O -0.1195 -0.4636 0.1695
C 0.3142 0.0719 -1.0144
O -0.1774 -0.1893 -2.0345
C 1.4320 1.1136 -1.0151
C 0.8653 2.4880 -1.4836
O 1.3122 2.8591 -2.7653
C 0.5241 2.3279 -3.7917
C 0.8054 3.0534 -5.1125
F -0.2289 2.9589 -5.9424
F 0.8999 4.3597 -4.8029
C 2.1560 2.6360 -5.7861
F 2.9011 3.7268 -5.9258
F 2.8566 1.8396 -4.9921
C 2.0127 1.9068 -7.1448
F 1.1054 0.9466 -7.1067
F 3.1808 1.2887 -7.3564
C 1.8298 2.8470 -8.3591
F 0.5341 3.0685 -8.6272
F 2.3773 2.3041 -9.4457
H 3.5051 -4.6504 -0.0094
H 2.3622 -4.3538 1.2786
H 3.7344 -3.1959 0.9328
H 2.7110 -4.1324 -2.3321
H 1.1157 -3.4400 -2.4014
H 1.4048 -4.9620 -1.4502
H 0.1680 -0.9276 2.4693
H 0.8259 -2.5383 2.5479
H 2.4456 -0.0814 1.5193
H 3.1040 -1.6017 2.1053
H 3.0838 -1.3701 5.1356
H -0.3039 -3.8135 0.6888
H -1.3224 -2.5289 1.2967
H -0.8949 -2.6140 -1.7054
H -2.5288 -0.9150 -1.1888
H -2.9447 -1.6416 0.3427
H -3.5791 -2.3490 -1.1165
H 2.1281 0.8025 -1.7943
H 1.9268 1.1902 -0.0492
H -0.2283 2.4961 -1.3884
H 1.2187 3.2630 -0.8006
H 0.7447 1.2662 -3.9614
H -0.5429 2.4578 -3.5750
H 2.3149 3.8153 -8.2275
C 3.2052 6.4925 5.7873
C 3.5387 6.3311 4.5099
C 3.2899 5.0479 3.8066
O 3.5966 4.9016 2.6412
C 2.6547 3.9547 4.5805
C 2.3204 4.1158 5.8593
C 2.5693 5.3979 6.5620
O 2.2654 5.5504 7.7275
H 3.3790 7.4200 6.3184
H 4.0027 7.1178 3.9282
H 2.4807 3.0271 4.0513
H 1.8556 3.3291 6.4402
C -1.9391 1.2357 -9.4141
C -1.8233 0.1938 -8.5942
C -2.7473 -0.9625 -8.6829
O -2.6437 -1.9118 -7.9346
C -3.8055 -0.9145 -9.7220
C -3.9221 0.1267 -10.5419
C -2.9971 1.2838 -10.4528
O -3.1026 2.2320 -11.2016
H -1.2750 2.0874 -9.3630
H -1.0582 0.1409 -7.8312
H -4.4697 -1.7681 -9.7715
H -4.6879 0.1801 -11.3053
C -0.1057 4.5642 11.4973
C 0.2286 4.4035 10.2189
C -0.0211 3.1202 9.5162
O 0.2828 2.9683 8.3517
C -0.6573 2.0268 10.2919
C -0.9906 2.1893 11.5694
C -0.7416 3.4720 12.2728
O -1.0476 3.6198 13.4371
H 0.0683 5.4914 12.0284
H 0.6939 5.1892 9.6370
H -0.8317 1.0992 9.7613
H -1.4548 1.4034 12.1516
C -3.8106 -6.6242 -0.1077
C -3.5192 -5.8688 0.9477
C -4.1329 -6.1274 2.2720
O -3.8684 -5.4368 3.2347
C -5.0835 -7.2618 2.3772
C -5.3751 -8.0177 1.3220
C -4.7605 -7.7586 -0.0042
O -5.0255 -8.4496 -0.9651
H -3.3724 -6.4483 -1.0820
H -2.8300 -5.0399 0.8890
H -5.5205 -7.4350 3.3526
H -6.0663 -8.8492 1.3782

21
Properties=species:S:1:pos:R:3 method="wB97M-V/def2-TZVPD" homo_ev=-9.288 energy_ha=-345.45577 homo_lumo_gap_ev=10.243 smiles=CC[C@@H](N)CN.O
N 0.7466 -0.9764 0.3368
C 0.1475 1.7484 -1.4299
C -0.3779 1.3236 0.0153
C -0.4804 -0.2184 0.4309
C -1.0097 -0.3592 1.8048
N -1.3863 -1.8236 2.1201
H 0.5373 -1.6747 1.1766
H 1.4680 -0.3878 0.7345
H 0.2215 2.7401 -1.5237
H -0.6297 1.5427 -2.1658
H 0.9561 1.1168 -1.6972
H 0.2839 1.7333 0.6717
H -1.3605 1.8185 0.3398
H -0.9936 -0.6646 -0.3844
H -1.9417 0.1569 1.8539
H -0.4879 0.3448 2.6469
H -2.1079 -1.5770 2.7175
H -0.6156 -2.2572 2.6706
H 2.7936 -1.4399 -3.9141
H 2.0763 -0.0847 -3.1663
O 2.1605 -1.0616 -3.2381

132
Properties=species:S:1:pos:R:3 method="wB97M-V/def2-TZVPD" homo_ev=-10.745 energy_ha=-4911.55417 homo_lumo_gap_ev=7.904 total_charge=+1
C -5.0899 -4.8135 -3.2556
C -3.6167 -5.1112 -3.2316
O -3.1641 -6.1403 -3.7507
O -2.8209 -4.2054 -2.5821
C -1.7431 -3.6398 -3.3601
C -1.8824 -2.1280 -3.4426
C -3.3238 -1.7503 -3.8009
C -3.5075 -0.3851 -4.4634
C -3.4435 0.8446 -3.5559
C -4.1511 0.7071 -2.2123
C -5.6631 0.8147 -2.3018
C -6.3974 -0.3043 -2.9187
O -6.3625 -0.0306 -1.4953
N -4.0962 1.9894 -4.3248
C -3.1789 2.5767 -5.3343
N -3.9578 3.2809 -6.3481
C -2.1796 3.4806 -4.6388
Br -0.6035 3.6147 -5.7307
C -1.8917 2.8619 -3.2583
O -0.6969 3.3020 -2.7082
C -0.8616 4.0171 -1.4832
C 0.4834 4.4685 -0.9263
C 1.6555 3.5735 -1.3494
C 0.3335 4.6690 0.5963
C 0.7177 3.4914 1.4957
C 0.2108 3.8071 2.9144
C 0.0909 2.1522 1.1042
C -1.9818 1.3339 -3.2727
O -1.0361 0.7540 -4.1310
C 0.2059 0.4917 -3.4925
C 1.2340 0.1722 -4.5514
N 2.5638 0.2343 -3.9667
C 2.8421 -0.9126 -3.0633
C 3.0402 -0.4567 -1.6134
C 2.3477 -1.3567 -0.6124
O 4.4489 -0.4788 -1.3434
H -5.3130 -4.1738 -4.1061
H -5.4213 -4.2853 -2.3662
H -5.6398 -5.7336 -3.3802
H -0.8120 -3.9259 -2.8866
H -1.7849 -4.0760 -4.3534
H -1.6190 -1.7189 -2.4712
H -1.2526 -1.7559 -4.2414
H -3.9501 -1.9007 -2.9321
H -3.6536 -2.4810 -4.5341
H -2.8102 -0.3112 -5.2883
H -4.4974 -0.3973 -4.9226
H -3.8815 1.5252 -1.5437
H -3.9495 -0.2339 -1.7218
H -6.0619 1.8020 -2.4718
H -7.4191 -0.0918 -3.1858
H -5.8952 -1.2277 -3.1259
H -4.4416 2.7159 -3.6969
H -4.9191 1.6625 -4.8333
H -2.5946 1.7943 -5.8110
H -4.6349 2.6305 -6.7408
H -3.3236 3.4454 -7.1246
H -2.6342 4.4608 -4.5424
H -2.7145 3.2038 -2.6174
H -1.4916 4.8956 -1.6242
H -1.3374 3.3584 -0.7571
H 0.6842 5.4494 -1.3468
H 2.4094 3.5739 -0.5696
H 2.1266 3.9996 -2.2264
H 1.3733 2.5493 -1.5494
H 0.9339 5.5271 0.8857
H -0.6974 4.9300 0.8433
H 1.7930 3.3716 1.5872
H 0.7894 3.2936 3.6737
H 0.1514 4.8744 3.0972
H -0.8126 3.4379 2.9931
H 0.4951 1.7284 0.1914
H -0.9878 2.2644 1.0353
H 0.3078 1.4425 1.8989
H -1.7480 1.0149 -2.2550
H 0.1361 -0.3485 -2.8007
H 0.5791 1.3471 -2.9364
H 1.1698 0.9213 -5.3353
H 1.0052 -0.7926 -5.0199
H 3.2518 0.2181 -4.7037
H 2.0072 -1.6136 -3.0907
H 3.7404 -1.4135 -3.4017
H 2.6982 0.5730 -1.5451
H 2.3532 -0.8691 0.3571
H 1.3179 -1.5264 -0.9148
H 2.8804 -2.2943 -0.5024
H 4.7429 0.3856 -1.0611
C 2.0535 0.4644 6.2114
C 1.7290 0.0883 4.7769
O 2.4360 0.8467 3.8086
C 3.8510 0.7547 3.8535
C 4.3888 -0.6516 3.6591
H 1.8518 1.5227 6.3832
H 1.4456 -0.1241 6.8985
H 3.1009 0.2830 6.4551
H 0.6715 0.2804 4.5872
H 1.8857 -0.9828 4.6103
H 4.2300 1.1871 4.7855
H 4.2101 1.3935 3.0457
H 4.0618 -1.3280 4.4496
H 5.4790 -0.6437 3.6607
H 4.0446 -1.0641 2.7085
C -3.2280 1.4871 4.5367
C -2.7293 0.0726 4.2913
O -2.4442 -0.6492 5.4705
C -3.5262 -0.8443 6.3656
C -4.6960 -1.6053 5.7663
H -2.5001 2.0485 5.1241
H -3.3823 2.0002 3.5857
H -4.1737 1.5028 5.0792
H -1.7884 0.1182 3.7397
H -3.4348 -0.4832 3.6615
H -3.8584 0.1153 6.7769
H -3.1133 -1.4131 7.1978
H -5.1505 -1.0703 4.9311
H -5.4672 -1.7600 6.5209
H -4.3688 -2.5786 5.3985
C 9.6358 -3.5890 3.5138
C 8.7442 -3.1964 4.6795
O 7.3940 -2.9620 4.3205
C 6.7042 -4.0552 3.7409
C 6.6255 -5.2776 4.6395
H 9.6099 -2.8219 2.7388
H 10.6648 -3.7087 3.8532
H 9.3256 -4.5306 3.0591
H 9.0990 -2.2570 5.1034
H 8.8034 -3.9426 5.4792
H 7.1451 -4.3131 2.7715
H 5.6960 -3.6922 3.5382
H 7.6112 -5.6840 4.8670
H 6.0454 -6.0631 4.1544
H 6.1457 -5.0238 5.5857